1.
105
Properties=species:S:1:pos:R:3:forces:R:3 method="wB97M-V/def2-TZVPD" e_tot_ev=-237196.2185 e_lumo_ev="0.747 / 0.747" relative_energy_ev=6.128 largest_force_ev_per_a=4.5 homo_lumo_gap_ev="4.381 / 4.380" spin_multiplicity=1 charge=-1
Ti -0.05730 1.41808 0.57307 -2.76 -3.22 -1.61
C -1.11146 -1.80459 0.77585 0.05 -0.23 -0.12
C -1.18056 -2.22298 -0.56094 -0.20 0.04 0.11
C -2.24937 -1.43736 -1.16452 -0.12 -0.21 0.00
C -2.82843 -0.67321 -0.14647 -0.24 -0.07 -0.03
C -2.18281 -0.90934 1.07991 0.62 0.45 0.05
C -2.84300 -0.81408 2.45595 0.15 -0.10 -0.22
C -4.08754 0.07729 2.43163 0.02 -0.02 0.08
C -1.88325 -0.34131 3.55009 -0.03 -0.02 0.04
C -3.29957 -2.24258 2.81459 -0.08 0.00 0.17
C -2.82635 -1.34427 -2.58636 0.03 -0.05 0.10
C -3.50387 0.02533 -2.78128 -0.05 -0.08 -0.03
C -3.90755 -2.42468 -2.77144 0.01 0.05 -0.14
C -1.77739 -1.46213 -3.71138 -0.13 0.07 0.08
C -0.52383 -3.58779 -0.89540 -0.05 0.26 0.12
C -0.54062 -4.03739 -2.35490 0.07 0.05 0.08
C 0.94483 -3.61720 -0.45140 -0.03 -0.11 0.05
C -1.29490 -4.65450 -0.08766 0.08 -0.15 -0.08
H -0.46273 -2.25367 1.51836 -0.16 -0.07 -0.03
H -3.65111 0.02041 -0.26093 0.10 -0.07 -0.06
H -3.85187 1.08455 2.09770 -0.08 0.00 0.00
H -4.52460 0.13933 3.43532 0.03 -0.03 -0.06
H -4.83916 -0.34385 1.76063 0.02 0.04 0.01
H -1.58916 0.69623 3.38687 -0.01 0.02 0.05
H -0.98661 -0.96987 3.57462 -0.07 0.01 0.01
H -2.36261 -0.40423 4.53470 0.05 -0.01 -0.06
H -3.92734 -2.64515 2.01524 0.05 0.00 0.04
H -3.87932 -2.24173 3.74978 0.06 0.01 -0.11
H -2.44008 -2.90609 2.94477 -0.06 0.03 -0.04
H -4.38679 0.14390 -2.15097 0.07 0.01 0.00
H -3.83359 0.12825 -3.81954 0.01 0.00 0.04
H -2.81222 0.83915 -2.55841 -0.09 0.00 -0.06
H -4.70937 -2.27746 -2.04325 0.05 -0.01 -0.03
H -3.49938 -3.42706 -2.62449 -0.03 0.02 -0.01
H -4.33902 -2.36960 -3.78044 0.03 -0.03 0.09
H -0.84033 -1.00002 -3.39557 -0.04 -0.04 -0.04
H -2.13562 -0.94512 -4.60715 0.05 0.01 0.05
H -1.58859 -2.49238 -3.99466 0.05 0.00 0.00
H -0.00561 -3.32424 -2.98126 -0.05 -0.07 -0.06
H -1.55566 -4.17286 -2.72938 0.06 0.07 -0.04
H -0.02833 -5.00393 -2.43172 -0.04 0.06 0.01
H 1.53549 -2.93474 -1.06247 0.04 -0.07 0.04
H 1.34876 -4.63199 -0.56770 -0.02 0.09 0.00
H 1.07133 -3.31764 0.58626 -0.01 -0.01 0.01
H -2.36664 -4.58202 -0.29415 0.05 -0.01 0.02
H -1.14435 -4.51429 0.98534 -0.05 0.03 -0.06
H -0.95361 -5.66707 -0.35308 -0.04 0.12 0.03
C 2.48141 -2.06938 -3.80341 -0.11 -0.06 0.25
As 1.80674 -0.72536 -2.50552 0.26 0.10 -0.47
C 1.48382 0.57100 -3.96311 -0.14 0.20 0.09
C 3.57251 0.04182 -2.05377 0.11 0.45 0.01
C 4.76059 -0.61140 -2.39363 -0.12 0.05 0.06
C 5.99339 0.01388 -2.29033 0.03 -0.01 0.00
C 6.05885 1.33231 -1.87115 0.12 -0.03 -0.07
C 4.90423 1.96638 -1.44840 -0.14 0.23 -0.06
C 3.66787 1.33108 -1.48785 -0.47 -0.64 0.00
As 2.27266 2.08653 -0.26939 2.57 0.35 -0.28
C 3.52499 1.76698 1.24342 -0.56 0.02 0.29
C 2.59177 4.00175 -0.37605 -0.40 -0.02 -0.01
H 3.28224 -1.62994 -4.39524 0.00 0.00 -0.03
H 1.64594 -2.30180 -4.46440 -0.03 -0.03 0.04
H 2.82519 -2.99263 -3.33671 -0.05 0.01 0.04
H 2.10022 0.33828 -4.83052 0.06 -0.05 0.03
H 1.70594 1.57525 -3.61299 -0.02 -0.02 -0.02
H 0.43052 0.55238 -4.25159 0.09 -0.04 0.03
H 4.72249 -1.63795 -2.73207 0.00 0.02 -0.10
H 6.89838 -0.52265 -2.55269 -0.04 0.02 -0.01
H 7.00885 1.85284 -1.84139 -0.04 0.00 0.02
H 4.97054 2.97609 -1.06360 0.05 0.02 0.02
H 4.51532 2.12052 0.99380 0.11 0.11 -0.08
H 3.57592 0.70463 1.47147 0.04 -0.08 -0.08
H 3.16740 2.30057 2.12537 0.09 0.02 0.01
H 3.56564 4.26141 0.02537 0.09 -0.03 0.06
H 1.80362 4.46516 0.21756 0.05 0.06 0.00
H 2.48079 4.33520 -1.40096 -0.01 0.00 -0.09
F -2.76618 5.48690 -2.97516 0.06 0.16 0.21
C -2.28394 4.23246 -2.73485 0.04 -0.81 -0.13
F -3.39682 3.53353 -2.22176 0.19 0.38 -0.16
F -2.18846 3.68916 -4.02721 0.05 0.11 0.08
S -0.78639 2.61578 -1.79028 -0.82 1.91 -1.23
O -0.55971 1.11181 -1.05406 0.75 -0.72 -0.65
O 0.55855 2.98402 -2.23606 -0.35 -0.23 -0.12
N -0.75310 3.42732 -0.20322 0.07 -0.82 0.37
S -1.91196 3.27305 0.81934 -0.81 1.18 0.51
O -3.20924 3.80592 0.61183 -0.21 -0.27 -0.43
O -1.87363 1.86643 1.32440 -0.04 0.66 0.18
C -1.38175 4.31451 2.32081 0.06 0.17 -0.05
F -1.31016 3.56484 3.42988 0.02 -0.02 -0.07
F -0.23842 4.97431 2.15705 0.08 -0.10 -0.03
F -2.33034 5.21889 2.52984 -0.10 0.10 0.01
O 1.71395 -1.83563 2.43260 0.48 -1.45 -0.38
C 1.46420 -0.72806 2.74654 -0.43 0.95 0.27
N 0.93485 0.28064 1.89722 0.49 0.62 1.64
C 0.88945 1.41403 2.63852 0.92 -0.32 -0.01
O 0.61262 2.48779 2.02762 0.94 0.86 2.11
C 1.30451 1.20762 4.03589 -0.18 0.24 -0.04
C 1.38377 2.05245 5.11875 -0.10 0.34 0.04
C 1.87843 1.52422 6.30860 -0.06 0.12 -0.07
C 2.27849 0.19740 6.38035 0.00 -0.08 -0.03
C 2.19017 -0.63875 5.26935 0.12 -0.36 0.07
C 1.68699 -0.11181 4.10503 0.02 -0.02 -0.13
H 1.05968 3.08312 5.03801 0.04 -0.03 0.05
H 1.95499 2.15350 7.18550 -0.01 0.01 -0.01
H 2.66094 -0.19072 7.31558 0.01 -0.02 -0.02
H 2.51175 -1.67180 5.31388 -0.04 0.01 0.01

---

2.
65
Properties=species:S:1:pos:R:3:forces:R:3 method="wB97M-V/def2-TZVPD" e_tot_ev=-53166.6715 e_lumo_ev=1.462 relative_energy_ev=0.000 largest_force_ev_per_a=1.9 homo_lumo_gap_ev=5.601 spin_multiplicity=1 charge=-1
Na -0.35056 0.10804 -0.11276 0.24 -0.68 0.41
S -0.62350 -2.77362 2.07765 -0.74 -1.44 0.35
O -1.65586 -2.69322 3.14509 0.20 0.14 -0.08
O -0.41656 -4.15951 1.63090 0.02 0.49 0.03
O -1.16282 -1.97497 0.90754 0.85 0.88 -0.50
O 0.64864 -2.20460 2.57708 0.36 0.66 -0.16
C -2.10491 1.87225 -3.75639 -0.09 -0.20 -0.74
C -1.43253 1.46529 -2.46400 0.38 -0.40 0.06
C -0.22352 2.36210 -2.24905 0.68 0.28 -0.13
O 0.49960 2.17076 -1.03403 -0.71 0.08 -0.40
C 1.44074 3.23236 -0.81191 -0.75 -0.94 0.60
N -2.33073 1.44719 -1.31052 -0.51 1.01 -0.20
H -3.03189 1.32061 -3.92830 -0.05 0.02 0.30
H -1.49230 1.60533 -4.62328 0.16 0.28 0.07
H -2.33469 2.93920 -3.78688 0.02 0.02 0.02
H -1.02882 0.45461 -2.59906 -0.20 -0.07 0.07
H -0.52801 3.41655 -2.34181 -0.09 -0.07 0.14
H 0.49772 2.16173 -3.05568 -0.29 0.11 -0.23
H 1.41955 3.90745 -1.66216 0.30 0.25 0.11
H 2.41776 2.78818 -0.63085 0.16 0.10 -0.29
H 1.11794 3.69123 0.12238 0.18 0.55 -0.17
H -3.26724 1.18120 -1.62105 0.30 -0.66 -0.02
H -2.55096 2.41250 -1.04434 0.56 -0.07 0.27
C 0.20488 1.44072 2.71310 -0.30 0.14 -0.33
C 1.62003 1.35091 2.16451 -0.64 -0.61 0.37
C 2.63265 1.30553 3.28445 1.20 0.65 -0.50
O 2.64764 2.53115 4.01384 -0.33 0.07 0.14
C 2.84526 2.33795 5.38756 -0.39 0.11 0.56
N 1.71577 0.12144 1.34290 0.99 0.33 0.65
H -0.46303 1.76370 1.90648 -0.19 -0.18 0.13
H 0.06798 2.15963 3.52148 0.29 0.07 -0.03
H -0.10633 0.45756 3.07430 -0.09 -0.02 -0.07
H 1.84100 2.19386 1.51063 0.07 0.19 0.21
H 3.63160 1.25513 2.81415 -0.05 -0.36 0.08
H 2.52422 0.41607 3.91036 -0.35 0.11 0.13
H 3.73764 1.73178 5.57255 -0.10 -0.11 0.16
H 1.94979 1.90709 5.85793 0.23 -0.46 -0.13
H 2.95358 3.28700 5.91999 0.26 0.19 -0.50
H 1.52697 -0.68884 1.97048 -0.61 -0.08 -0.45
H 2.72614 0.03391 1.18810 -0.28 -0.20 -0.52
C 2.01772 -2.73616 -1.20983 -0.45 0.54 1.04
C 1.57151 -2.00370 -2.44645 0.80 0.28 -1.72
C 0.29348 -2.46358 -3.11460 -0.47 0.16 0.18
O 0.40028 -3.81302 -3.49058 -0.22 0.06 0.02
C -0.82651 -4.31509 -4.00735 1.12 -0.56 -0.04
N 1.49777 -0.54064 -2.26853 -0.06 0.28 0.76
H 2.92792 -2.26640 -0.81885 0.30 -0.36 -0.37
H 2.13844 -3.79516 -1.41556 0.21 0.01 0.01
H 1.35033 -2.64162 -0.34189 -0.41 -0.11 -0.37
H 2.32718 -2.18754 -3.23288 0.11 -0.24 0.24
H 0.11678 -1.86219 -4.02383 0.07 0.18 0.07
H -0.57043 -2.30016 -2.45133 0.07 -0.15 0.11
H -0.88138 -4.20035 -5.09772 -0.17 0.52 0.07
H -1.65716 -3.85146 -3.48054 -0.29 -0.25 -0.10
H -0.75397 -5.39406 -3.86030 -0.47 0.05 0.28
H 1.55174 -0.02280 -3.14052 -0.20 -0.42 -0.22
H 2.33351 -0.23513 -1.77599 -0.22 -0.08 0.31
C -4.08679 -0.16347 2.02927 0.03 0.23 -0.20
O -5.13614 0.49299 1.83816 0.77 -0.54 0.22
N -3.89718 -0.98492 3.09943 -0.66 0.39 -0.04
N -3.01498 -0.06069 1.17815 -0.44 0.18 0.89
H -4.71727 -1.08299 3.66996 0.03 -0.08 0.03
H -3.14065 -1.67375 3.18279 0.31 0.07 -0.30
H -3.20249 0.47275 0.35884 0.08 -0.03 -0.13
H -2.20456 -0.70611 1.23876 -0.53 -0.33 -0.15

---

3.
109
Properties=species:S:1:pos:R:3:forces:R:3 method="wB97M-V/def2-TZVPD" e_tot_ev=-387906.0289 e_lumo_ev=-10.136 largest_force_ev_per_a=3.9 homo_lumo_gap_ev=1.308 spin_multiplicity=1 charge=+2
C -2.55467 0.76426 5.99408 -0.56 -0.18 -0.54
C -2.40464 2.16237 6.59657 -0.28 -1.13 0.29
Cl -3.08516 2.06657 8.25223 -0.23 0.66 -0.05
C -3.09496 3.29123 5.79837 -0.11 0.42 0.85
N -3.70908 2.86520 4.57032 0.38 0.38 -0.19
F -5.05260 3.04582 4.49100 0.05 -0.08 -0.02
C -3.18584 2.26038 3.51867 -0.41 0.81 0.87
N -3.95618 1.81315 2.52595 -0.11 -0.17 -0.23
C -3.13463 1.15756 1.73856 -0.84 -0.16 0.57
P -4.02238 0.45273 0.27374 -0.95 -0.06 -0.73
O -4.33162 1.50233 -0.68782 0.37 0.82 -0.61
N -1.89255 1.17912 2.19777 0.37 -0.90 -1.11
C -0.79462 0.50258 1.56510 0.75 -0.06 -0.18
Br -1.04333 -1.45462 1.43100 -0.28 0.23 0.52
C -0.29405 1.15287 0.23833 -0.57 0.12 -0.33
C -0.76765 2.59704 -0.02005 0.28 -0.15 0.06
Br -0.65505 0.08697 -1.37427 0.05 0.13 0.01
N -1.85696 1.96057 3.36097 -0.31 0.51 -1.05
P -0.31824 2.29590 4.28430 1.41 -1.12 0.89
O -0.41260 3.70840 4.97942 -0.28 0.50 -0.86
Br 1.31036 2.77339 2.82105 -0.21 0.09 -0.25
H -2.68357 0.02655 6.77343 0.21 -0.08 0.26
H -3.42628 0.66730 5.35025 -0.23 0.08 0.03
H -1.69909 0.44290 5.40588 0.19 -0.01 0.10
H -1.35520 2.34588 6.78155 0.19 0.36 -0.09
H -2.48312 4.16833 5.62454 0.33 -0.14 -0.13
H -3.87635 3.69133 6.43243 -0.51 -0.18 -0.13
H -3.35483 -0.64607 -0.28017 0.32 -0.12 0.52
H -5.20872 -0.03358 0.85092 0.44 -0.30 0.54
H 0.02548 0.49735 2.25248 0.40 0.23 0.17
H 0.78133 1.15981 0.28753 0.32 -0.31 0.11
H 0.09477 3.24752 0.02738 0.18 0.21 -0.02
H -1.48618 2.98524 0.69367 -0.18 -0.06 0.05
H -1.17783 2.68098 -1.01650 -0.25 0.10 -0.08
H -0.16477 4.46130 4.39837 -0.11 0.18 0.13
C 3.02059 -2.11032 1.21838 -0.51 0.20 0.11
C 4.02652 -3.02380 1.22809 -0.32 0.11 -0.29
C 5.11745 -2.96008 2.25034 0.09 0.03 0.21
O 5.99157 -3.79044 2.25941 -0.06 -0.01 -0.07
C 5.05998 -1.84718 3.21416 -0.23 -0.14 0.89
C 4.04888 -0.95913 3.15934 1.81 0.29 -1.65
C 2.95259 -1.06497 2.16097 0.95 0.31 -1.14
O 2.01359 -0.23473 2.22491 -0.34 -0.05 1.75
O 3.98131 0.10784 4.07117 0.09 0.50 -0.67
O 4.04762 -3.97853 0.35594 0.66 -0.21 0.33
H 2.22524 -2.15818 0.48754 0.06 -0.05 -0.08
H 5.85849 -1.77876 3.94365 0.13 0.16 -0.18
H 3.17201 0.63020 3.82044 1.37 1.14 -1.24
H 4.83967 -4.54841 0.51611 -0.14 -0.20 -0.42
Cl -1.56825 -0.73297 8.54442 0.63 -0.37 -0.08
C -3.26774 -2.40207 -3.95116 0.06 -0.01 0.04
C -2.33093 -3.26886 -4.78029 -0.29 0.28 0.10
N -1.06649 -3.54967 -4.11680 -0.25 -0.64 -0.23
C -0.05952 -4.13421 -4.99925 0.48 0.17 -0.27
C -0.34051 -5.52374 -5.57882 -0.09 -0.02 0.13
C -1.16148 -4.12771 -2.82102 0.12 0.32 0.64
C -1.90929 -5.46803 -2.67923 0.14 0.20 -1.02
H -2.77848 -1.47298 -3.65470 0.05 -0.04 0.02
H -4.14921 -2.14738 -4.53713 -0.02 -0.03 0.00
H -3.62144 -2.91430 -3.04694 -0.06 0.02 -0.01
H -2.11353 -2.72992 -5.70288 0.15 -0.07 -0.02
H -2.86022 -4.18696 -5.07409 0.05 0.00 -0.06
H 0.89831 -4.15367 -4.47445 -0.07 0.01 0.13
H 0.08885 -3.43891 -5.82755 -0.15 0.10 0.05
H -0.20331 -6.31055 -4.83611 -0.01 -0.02 -0.01
H 0.36084 -5.72729 -6.38643 0.02 0.01 0.00
H -1.34575 -5.60489 -5.99381 0.00 0.02 -0.02
H -1.65479 -3.38979 -2.14983 -0.05 0.01 0.01
H -0.15752 -4.24119 -2.40578 0.05 -0.08 -0.12
H -2.84927 -5.49787 -3.23745 -0.03 0.05 0.06
H -2.14434 -5.61995 -1.61399 1.10 -1.12 -0.70
H -1.30603 -6.32171 -2.97676 -0.10 -0.14 0.14
C -1.99849 2.70764 -6.55291 0.00 0.06 -0.12
C -1.77223 1.83643 -5.56434 -0.14 0.29 -0.07
C -0.94605 0.59797 -5.77080 0.24 -0.15 -0.37
O -0.76800 -0.14306 -4.81275 -0.23 0.04 0.26
C -0.40658 0.34007 -7.08687 -0.04 -0.10 0.22
C -0.63207 1.20938 -8.08714 0.18 -0.35 0.06
C -1.43844 2.46459 -7.87666 -0.25 0.25 0.34
O -1.58854 3.21436 -8.81658 0.13 -0.16 -0.19
O -0.16768 1.02542 -9.30585 -0.15 0.28 -0.07
O -2.25811 2.00409 -4.33412 0.12 -0.22 0.08
H -2.58935 3.60207 -6.41484 0.00 0.00 0.02
H 0.17285 -0.56181 -7.22510 0.04 0.03 -0.05
H -0.46667 1.79246 -9.83490 0.05 -0.02 -0.06
H -1.94664 1.23861 -3.81695 0.01 0.02 0.02
O 5.43627 0.69975 1.18497 -1.19 -0.84 0.80
H 4.86067 1.44151 1.41372 0.24 0.26 -0.14
C 6.21512 2.51149 5.98034 0.36 0.04 -0.01
Cl 6.83537 4.07248 6.47162 -0.06 -0.03 -0.01
Cl 4.68253 2.70649 5.08541 -0.21 0.33 0.15
Cl 7.37750 1.63772 4.99391 -0.08 -0.05 0.00
H 6.01162 1.92863 6.86830 -0.08 0.01 0.01
Mg -3.07405 -4.87764 -0.45848 -0.96 0.93 1.12
C 4.93675 -6.67572 -1.19044 0.57 0.37 0.30
O 5.07479 -7.14408 -2.33111 -0.44 -0.13 0.08
O 6.02183 -5.95606 -0.70456 -0.71 -0.51 -0.63
O 3.94432 -6.76195 -0.45487 -0.24 0.01 0.00
H 6.59832 -6.06115 -1.48240 0.58 0.45 0.39
C -0.44360 6.84996 0.36708 0.00 -0.18 0.07
C 0.07897 7.10040 1.76728 0.11 -0.02 -0.26
O 0.51227 5.87486 2.38568 -0.29 -0.17 0.29
H -1.27810 6.14644 0.39031 -0.06 0.07 0.02
H -0.78075 7.77645 -0.09547 0.02 0.00 -0.02
H 0.33427 6.41128 -0.26331 0.04 0.11 -0.03
H -0.70082 7.51873 2.39966 0.04 -0.07 0.12
H 0.91684 7.79995 1.74689 -0.05 0.07 0.04
H 1.21307 5.50768 1.83774 0.05 0.08 0.01
Ca 2.48821 -1.03294 4.84007 -2.70 -2.06 1.90

---

4.
14
Properties=species:S:1:pos:R:3:forces:R:3 method="wB97M-V/def2-TZVPD" e_tot_ev=-6792.0779 e_lumo_ev=-4.267 relative_energy_ev=6.011 largest_force_ev_per_a=5.4 homo_lumo_gap_ev=10.273 spin_multiplicity=1 charge=+1 smiles=[NH3+]C#CC1CC1
C -0.58413 0.20736 -0.37658 5.22 -0.51 -1.21
C -1.67025 0.01220 0.08268 -2.01 -0.33 -0.38
C 1.86131 -0.62848 0.37990 2.67 -2.56 -0.65
C 2.15816 0.76417 0.04863 0.99 1.26 1.75
C 1.21760 0.01420 -0.80500 -3.83 0.75 0.54
N -3.12192 -0.07182 0.03783 1.57 -1.05 4.30
H 2.70373 -1.42240 0.47366 -1.55 1.38 -1.16
H 1.25975 -0.76382 1.19382 -1.84 -0.31 1.79
H 1.96993 1.49903 0.85198 -0.50 -0.20 -1.01
H 3.18229 0.82989 -0.27213 0.04 0.49 -0.87
H 1.31450 -0.04626 -1.89991 -0.11 -0.41 0.86
H -3.35213 0.29702 -0.85561 -1.28 0.85 -0.71
H -3.47399 0.36345 0.97804 0.13 0.00 -2.56
H -3.46482 -1.05455 0.16268 0.51 0.62 -0.67

---

Q: The highest charge belongs to which entry?
A: C30H46Br3CaCl5FMgN5O15P2